Computed, not measured: a structure of composition C17H25ClN2Re, with ωB97M-V/def2-TZVPD.

2S+1 = 4
LUMO (alpha / beta) = -7.68 / -8.64 eV
Charge = +2
Total energy = -35646.3004 eV

Last column: Löwdin spin population.
Element x y z (Å)
C1 2.05937 -3.62559 -4.17203  0.000
C2 1.19387 -3.49127 -5.43371  0.000
C3 3.51114 -3.23943 -4.49163  0.000
C4 2.00596 -5.07055 -3.65424  0.000
Cl1 1.42549 -2.52595 -2.90706  0.001
H1 3.93864 -3.88400 -5.25884  0.000
H2 4.12501 -3.31832 -3.58471  0.000
H3 3.55066 -2.20021 -4.84385  0.000
H4 1.54363 -4.14421 -6.23248  0.000
H5 1.21772 -2.45382 -5.79245  0.000
H6 0.15273 -3.74974 -5.19952  0.000
H7 2.38338 -5.77666 -4.39325  0.000
H8 0.97019 -5.33966 -3.40869  0.000
H9 2.60985 -5.16102 -2.74179  0.000
C5 -0.86394 2.93172 0.21777  0.052
C6 0.55570 2.69627 0.11132  -0.020
C7 0.77372 1.86046 -1.03800  -0.011
H10 1.30161 3.11988 0.73189  0.000
C8 -0.51567 1.56524 -1.62883  0.027
C9 -1.52533 2.21171 -0.84644  0.066
H11 -2.56762 2.22833 -1.03463  0.007
H12 -1.34604 3.55654 0.94672  0.002
H13 1.72329 1.55307 -1.42202  0.001
H14 -0.66901 0.99917 -2.51903  0.005
C10 -0.69937 -0.97547 2.62666  0.074
C11 -0.15140 0.27490 3.10952  0.089
C12 1.14321 0.47252 2.51190  -0.017
H15 -0.64105 0.95466 3.80373  0.003
C13 1.42107 -0.68086 1.71914  -0.005
C14 0.28116 -1.56875 1.79448  0.030
H16 0.20906 -2.53006 1.32759  0.005
H17 -1.63287 -1.38208 2.91599  0.007
H18 1.78768 1.29126 2.69891  -0.001
H19 2.33741 -0.88002 1.19635  0.000
Re1 -0.41973 0.59956 0.71103  2.434
C15 -3.02807 4.51301 3.55905  0.002
N1 -2.65958 3.04439 3.77272  0.044
C16 -3.09607 2.50092 5.13688  0.002
C17 -2.03472 2.32862 2.86886  0.036
N2 -1.50040 1.68090 2.04589  0.162
H20 -3.55248 4.98398 4.39665  0.000
H21 -3.66334 4.55302 2.66598  0.001
H22 -2.09092 5.05223 3.37087  0.001
H23 -3.76121 1.65066 4.94071  0.001
H24 -2.18974 2.15168 5.64641  0.001
H25 -3.61298 3.22297 5.77616  0.000

---

Computed, not measured: an isolated molecule of C2HN3O3, with ωB97M-V/def2-TZVPD.

LUMO = -1.22 eV
Structure (SMILES) = O=c1onnnc1O
Total energy = -12698.6188 eV

Last column: natural (NBO) charge in e.
Element x y z (Å)
C1 -0.31092 -0.59262 -0.04449  0.500
C2 -0.20990 0.93312 0.02010  0.667
H1 -2.35454 -0.56325 0.01745  0.549
N1 0.69114 -1.39983 -0.07592  -0.289
N2 1.79945 -0.71353 -0.04070  -0.015
N3 2.13276 0.48209 0.13233  0.143
O1 -1.46396 -1.16637 0.07417  -0.610
O2 0.99110 1.40903 -0.06119  -0.371
O3 -1.27513 1.61134 -0.02175  -0.574

---

Computed, not measured: a structure of composition C53H50ClFO2PbS2Se, with ωB97M-V/def2-TZVPD.

LUMO = -0.29 eV
Total energy = -167371.1586 eV

Last column: Mulliken charge in e.
Element x y z (Å)
Pb1 -0.39972 1.96395 -0.13785  1.028
C1 0.08444 5.87067 -1.59122  -1.891
C2 -1.21901 5.09399 -1.54274  1.124
C3 -2.00350 5.20079 -0.40065  1.079
C4 -1.68166 6.29327 0.55945  -1.872
C5 -3.12545 4.29130 -0.27112  1.530
C6 -3.90568 4.33724 1.04822  -2.221
C7 -3.45653 3.32999 -1.26298  0.610
C8 -4.50677 2.27143 -0.97368  -2.072
C9 -2.71576 3.34889 -2.44593  1.190
C10 -3.04316 2.44247 -3.59386  -2.251
C11 -1.57714 4.19788 -2.56446  0.463
C12 -0.64528 4.10674 -3.73249  -1.941
H1 0.80652 5.59100 -2.36227  0.422
H2 0.59720 5.83179 -0.61986  0.203
H3 -0.07613 6.95786 -1.76106  0.408
H4 -2.48304 6.41773 1.28408  0.505
H5 -1.65285 7.17077 0.01174  0.528
H6 -0.72437 6.14374 1.11627  0.117
H7 -4.37148 3.40625 1.23283  0.474
H8 -4.73477 5.09410 1.07192  0.283
H9 -3.26991 4.55470 1.93707  0.228
H10 -4.64097 1.70693 -1.88666  0.399
H11 -5.46151 2.64593 -0.59749  0.422
H12 -4.18387 1.50899 -0.26512  0.306
H13 -2.48051 1.48978 -3.51194  0.197
H14 -2.70514 2.81708 -4.54351  0.491
H15 -4.12818 2.28440 -3.64156  0.575
H16 -0.90730 3.45530 -4.64394  0.068
H17 0.27970 3.70481 -3.30542  0.343
H18 -0.32410 5.08205 -4.16722  0.488
C13 1.85819 -0.05318 -7.78351  -1.543
C14 1.66796 -0.31918 -6.33920  0.541
C15 2.07526 -1.54767 -5.72341  -0.894
C16 1.83768 -1.84302 -4.36060  -0.446
C17 1.15975 -0.85304 -3.64426  0.370
C18 0.68049 0.34106 -4.20978  -0.893
C19 0.94971 0.54671 -5.55563  -0.247
S1 0.82065 -1.07074 -1.83081  1.063
O1 -0.36165 -0.19013 -1.48359  -0.502
C20 0.18059 -2.77079 -1.77039  0.107
C21 -0.86615 -3.32350 -2.60806  -1.058
C22 -1.30728 -4.55426 -2.32971  -0.951
C23 -0.83727 -5.39663 -1.27237  0.494
C24 -1.31005 -6.70629 -1.00991  -0.896
C25 -0.75541 -7.42994 0.00206  -0.671
C26 0.32072 -6.90313 0.72785  -0.842
C27 0.78730 -5.63053 0.57589  -0.549
C28 0.19153 -4.84694 -0.46186  1.101
C29 0.68707 -3.52682 -0.75073  0.074
C30 1.83618 -3.05979 0.06618  -0.322
C31 3.18318 -3.44026 -0.22641  1.035
C32 3.51479 -4.21731 -1.32526  -0.916
C33 4.76369 -4.70007 -1.54325  -0.998
C34 5.86771 -4.32829 -0.72205  -0.798
C35 5.59125 -3.51926 0.32551  -0.759
C36 4.27909 -3.05527 0.63851  0.707
C37 3.97839 -2.23609 1.77040  -1.105
C38 2.68245 -1.88098 2.04299  -0.821
C39 1.65921 -2.29874 1.18430  1.239
S2 -0.00709 -1.57833 1.44311  0.523
O2 0.05562 -0.14325 1.69409  -0.215
C40 -0.12282 -2.45978 3.01008  -0.315
C41 -0.51644 -3.75858 2.82059  -0.808
C42 -0.34275 -4.63117 3.89417  -0.936
C43 0.09740 -4.19025 5.15642  1.020
C44 0.31374 -5.14487 6.28433  -1.438
C45 0.39798 -2.83543 5.33004  -0.736
C46 0.30297 -1.98166 4.23932  -0.462
H19 1.06654 -0.51154 -8.41259  0.286
H20 2.79272 -0.41205 -8.11693  0.432
H21 1.88589 1.05485 -7.94519  0.353
H22 2.56153 -2.22939 -6.34036  0.479
H23 2.17204 -2.80878 -4.02913  0.402
H24 0.12221 0.94851 -3.56575  0.551
H25 0.64165 1.47917 -6.02621  0.271
H26 -1.30598 -2.67949 -3.37717  0.605
H27 -2.08541 -4.99510 -2.93311  0.390
H28 -2.03261 -7.21234 -1.65898  0.394
H29 -1.01409 -8.49358 0.17072  0.369
H30 0.73184 -7.49710 1.54905  0.392
H31 1.50080 -5.15410 1.26127  0.624
H32 2.71049 -4.46438 -1.95891  0.621
H33 4.88956 -5.40629 -2.33285  0.435
H34 6.81160 -4.78705 -0.86376  0.445
H35 6.36173 -3.27508 1.04143  0.422
H36 4.75969 -1.82058 2.42106  0.368
H37 2.42638 -1.14716 2.79919  0.379
H38 -0.88018 -4.07429 1.89578  1.293
H39 -0.62009 -5.67614 3.86442  0.313
H40 -0.37114 -4.90440 7.10313  0.341
H41 1.34086 -5.12249 6.74694  0.298
H42 0.06200 -6.17758 5.96395  0.328
H43 0.81672 -2.38876 6.23488  0.366
H44 0.72547 -0.99759 4.27901  0.504
Cl1 1.41643 2.77025 3.55608  -0.173
Se1 1.84278 2.75622 -0.70609  -0.814
F1 -2.99687 6.25397 6.86663  -0.343
C47 -2.19008 5.70102 5.91253  0.442
C48 -2.48502 4.41221 5.47911  -0.689
C49 -1.61677 3.84742 4.56443  0.004
C50 -0.54964 4.58863 4.04816  0.138
C51 0.28644 4.04538 2.96358  0.116
C52 -0.30812 5.85819 4.52387  -0.274
C53 -1.13100 6.44688 5.47707  -0.758
H45 -3.36360 3.88033 5.91108  0.390
H46 -1.88697 2.83743 4.21166  0.422
H47 0.92447 4.83205 2.57581  0.381
H48 -0.29539 3.63048 2.11050  -0.815
H49 0.57702 6.38897 4.21850  0.436
H50 -0.95157 7.42890 5.82357  0.490

---

Computed, not measured: an isolated molecule of C4H8S2, with ωB97M-V/def2-TZVPD.

LUMO = 0.14 eV
Structure (SMILES) = CCC1(C)SS1
Total energy = -25947.1940 eV

Last column: natural (NBO) charge in e.
Element x y z (Å)
C1 0.78587 -0.31303 -0.00415  -0.260
C2 0.19779 -1.37697 -1.08414  -0.618
C3 -1.11665 1.32128 0.15347  -0.607
C4 -0.22559 0.32845 0.98818  -0.421
S1 2.02336 0.82502 -0.54360  0.105
S2 2.33922 -0.64773 0.88559  0.076
H1 1.03878 -1.75556 -1.65033  0.234
H2 -0.61511 -0.95428 -1.61290  0.218
H3 -0.06521 -2.28315 -0.40386  0.217
H4 -1.79134 1.68529 0.88615  0.216
H5 -1.51599 0.77511 -0.68144  0.197
H6 -0.50285 2.06091 -0.21762  0.206
H7 -0.89886 -0.49883 1.46704  0.207
H8 0.34659 0.83350 1.81761  0.230

---

Computed, not measured: an isolated molecule of C7H10N2, with ωB97M-V/def2-TZVPD.

LUMO = 1.02 eV
Structure (SMILES) = C[C@]12[C@@H]3[C@@H]4N[C@H]1[C@H]2N[C@@H]43
Total energy = -10399.1629 eV

Last column: natural (NBO) charge in e.
Element x y z (Å)
C1 1.23795 1.38702 1.33837  -0.596
C2 0.45880 0.40119 0.42114  -0.083
C3 0.05919 -1.03496 0.83669  -0.089
C4 -1.62424 -0.34039 -0.51375  -0.079
C5 -0.68486 -0.11139 -1.62904  -0.075
C6 1.02829 -0.86580 -0.25667  -0.071
C7 -0.66618 0.88758 -0.49036  -0.299
H1 0.50466 1.83713 2.00791  0.209
H2 1.96849 0.82670 1.95157  0.211
H3 1.75529 2.16304 0.74189  0.212
H4 0.35537 -1.49469 1.77412  0.215
H5 -1.86086 -1.11389 1.24303  0.350
H6 -2.68849 -0.28910 -0.71416  0.213
H7 -1.11207 0.03123 -2.61005  0.220
H8 1.09762 -0.60595 -2.32870  0.365
H9 2.03980 -1.21937 -0.10382  0.218
H10 -1.05147 1.88958 -0.48782  0.236
N1 -1.30422 -1.38405 0.42694  -0.565
N2 0.48692 -0.96388 -1.60729  -0.593

---

Computed, not measured: an isolated molecule of C2H2Cl2N2O2, with ωB97M-V/def2-TZVPD.

LUMO = -0.40 eV
Structure (SMILES) = O/N=C(Cl)/C(Cl)=N/O
Total energy = -34222.1626 eV

Last column: natural (NBO) charge in e.
Element x y z (Å)
Cl1 -2.16664 -1.46048 -0.22969  0.021
Cl2 0.82869 -2.38612 0.43421  0.039
N1 -1.07754 0.98759 -0.63445  -0.081
N2 1.45100 0.21185 0.60642  -0.073
O1 -2.37706 1.35661 -1.12516  -0.538
O2 2.70134 -0.36712 1.06519  -0.558
C1 -0.88361 -0.23673 -0.18909  0.114
C2 0.48616 -0.67117 0.29539  0.098
H1 -2.29448 2.22474 -1.51130  0.488
H2 3.33214 0.34083 1.28848  0.491

---

Computed, not measured: a structure of composition C11H32BiN2O5P2, with ωB97M-V/def2-TZVPD.

LUMO = -5.15 eV
Charge = +1
Total energy = -49545.6392 eV

Last column: natural (NBO) charge in e.
Element x y z (Å)
O1 -3.02549 -1.08461 3.24406  -1.282
H1 -3.40514 -0.67857 2.44312  0.373
Bi1 -0.33499 -0.21733 -0.15065  1.246
N1 0.43297 -1.86414 -1.54544  -0.233
N2 -0.02705 0.56701 -2.53702  -0.213
O2 0.77715 -3.10710 -0.98038  -0.508
O3 -0.46154 1.77100 -3.10598  -0.518
C1 0.54934 -1.74537 -2.87567  0.268
C2 0.23747 -0.39109 -3.44107  0.261
C3 0.98700 -2.88791 -3.74127  -0.697
C4 0.28650 -0.16547 -4.92449  -0.700
H2 0.86708 -3.82880 -3.16903  0.279
H3 2.06140 -2.75447 -4.02666  0.273
H4 0.36988 -2.90366 -4.67450  0.259
H5 0.34597 0.92144 -5.11568  0.275
H6 -0.63356 -0.58458 -5.40450  0.271
H7 1.17239 -0.69326 -5.36253  0.260
H8 0.39726 -3.10656 -0.07418  0.505
H9 -0.74404 2.33750 -2.35512  0.494
O4 2.50384 0.68163 -0.84847  -0.909
H10 2.19128 -0.17288 -0.39342  0.462
H11 1.72419 0.79908 -1.48679  0.467
C5 -2.44817 -0.27259 -0.75880  -0.998
H12 -3.06403 -0.71590 0.03408  0.287
H13 -2.08988 -0.87904 -1.63947  0.216
H14 -2.48685 0.82528 -0.96617  0.235
O5 -1.18174 -3.87701 1.86359  -0.952
H15 -1.78317 -3.45241 2.49595  0.520
H16 -1.41314 -3.40624 1.00628  0.441
C6 2.25952 0.36822 2.33920  -0.967
P1 0.85224 -0.74935 2.18926  0.900
C7 1.25122 -1.95897 3.44479  -0.943
C8 -0.55360 0.32988 2.69454  -0.787
C9 -0.50467 1.86003 2.44289  -0.712
P2 -0.52740 2.41074 0.69279  0.827
C10 -1.86170 3.65328 0.77325  -0.933
C11 1.06964 3.23390 0.42115  -0.953
H17 3.15027 -0.27005 2.21807  0.257
H18 2.14869 0.66391 3.39321  0.244
H19 2.25928 1.22941 1.64734  0.254
H20 1.33890 -1.28209 4.31705  0.238
H21 0.45644 -2.72195 3.51079  0.298
H22 2.23506 -2.35983 3.13166  0.253
H23 -1.46875 -0.06031 2.18226  0.293
H24 -0.66116 0.09323 3.75598  0.305
H25 -1.44296 2.28208 2.85196  0.274
H26 0.38008 2.33386 2.89891  0.235
H27 -1.51184 4.34438 1.56738  0.249
H28 -1.97951 4.15702 -0.20844  0.247
H29 -2.79472 3.14289 1.09247  0.269
H30 1.69700 3.05696 1.30793  0.249
H31 1.59951 2.83218 -0.46022  0.263
H32 0.80353 4.29662 0.28595  0.258